# 1
21
Properties=species:S:1:pos:R:3 method="wB97M-V/def2-TZVPD" smiles="CCN(C)C(C)=O.O" homo_ev=-9.421 e_above_lowest_ev=1.0181 largest_force_ha_per_bohr=0.061 gap_ha=0.3725
O -0.25 2.19 -3.53
C 0.75 2.25 -2.81
N 0.79 1.90 -1.51
C 1.93 3.02 -3.38
C 1.93 2.25 -0.63
C 0.00 0.00 0.00
C -0.31 1.20 -0.90
H 2.06 4.03 -2.95
H 1.83 3.12 -4.47
H 2.83 2.42 -3.16
H 1.68 2.04 0.43
H 2.02 3.34 -0.76
H 2.90 1.78 -0.85
H 0.39 0.28 0.99
H 0.75 -0.62 -0.51
H -0.92 -0.60 0.13
H -0.95 0.74 -1.68
H -0.96 1.84 -0.27
O -1.63 2.12 -6.75
H -2.13 2.93 -7.03
H -1.18 2.38 -5.92

---

# 2
64
Properties=species:S:1:pos:R:3 method="wB97M-V/def2-TZVPD" homo_ev="-11.112 / -10.953" total_charge=+1 e_above_lowest_ev=0.2413 spin_multiplicity=2 largest_force_ha_per_bohr=0.017 gap_ha="0.2651 / 0.2601" s_squared=0.757
Ir 0.52 0.54 0.86
Se 2.85 0.82 1.35
P 3.34 -0.78 -0.02
Se 1.29 -1.33 -0.50
C 4.31 -2.11 0.70
C 3.68 -3.17 1.34
C 4.44 -4.14 1.97
C 5.82 -4.04 1.98
C 6.45 -2.98 1.36
C 5.70 -2.01 0.71
C 4.21 -0.25 -1.50
C 4.82 -1.21 -2.31
C 5.42 -0.82 -3.50
C 5.41 0.52 -3.88
C 4.80 1.47 -3.07
C 4.20 1.09 -1.89
H 2.60 -3.24 1.33
H 3.95 -4.98 2.46
H 6.41 -4.80 2.48
H 7.53 -2.90 1.37
H 6.20 -1.18 0.22
H 4.84 -2.25 -2.02
H 5.90 -1.56 -4.13
H 5.88 0.82 -4.80
H 4.80 2.51 -3.37
H 3.72 1.83 -1.25
C -5.11 -2.40 5.09
Si -3.55 -2.60 4.10
C -3.66 -4.05 2.92
C -2.03 -2.77 5.17
C -3.29 -0.99 3.08
Te -1.74 -1.24 1.70
C -3.04 -1.80 0.14
Si -2.43 -2.73 -1.42
C -3.99 -3.44 -2.15
C -1.30 -4.10 -0.85
C -1.66 -1.51 -2.60
H -5.29 -3.28 5.70
H -5.97 -2.26 4.44
H -5.04 -1.54 5.75
H -3.78 -4.97 3.49
H -2.76 -4.20 2.31
H -4.51 -3.98 2.24
H -1.99 -3.76 5.63
H -2.03 -2.03 5.98
H -1.09 -2.64 4.62
H -2.96 -0.21 3.77
H -4.16 -0.66 2.52
H -3.58 -0.88 -0.11
H -3.73 -2.45 0.68
H -4.47 -4.16 -1.48
H -3.76 -3.97 -3.08
H -4.72 -2.66 -2.40
H -1.84 -4.78 -0.18
H -0.41 -3.74 -0.33
H -0.97 -4.69 -1.71
H -2.45 -0.95 -3.10
H -1.07 -2.02 -3.36
H -1.01 -0.77 -2.11
O -2.49 2.64 2.43
S -1.35 1.83 2.20
O -0.83 0.98 3.24
O -0.25 2.48 1.42
O -1.78 0.65 1.03

---

# 3
10
Properties=species:S:1:pos:R:3 method="wB97M-V/def2-TZVPD" homo_ev=-8.577 e_above_lowest_ev=3.1262 largest_force_ha_per_bohr=0.119 gap_ha=0.2855
C 0.08 0.34 -0.20
C -1.47 0.09 0.14
H 3.19 -0.01 -0.59
H 0.48 -1.69 0.30
H -2.79 1.24 1.57
N 0.81 -0.75 -0.10
O -1.72 1.30 0.88
S 2.54 -1.02 0.31
S 0.81 1.78 -0.43
S -2.37 -1.20 -0.34

---

# 4
13
Properties=species:S:1:pos:R:3 method="wB97M-V/def2-TZVPD" homo_ev="-5.529 / -9.996" e_above_lowest_ev=6.5103 spin_multiplicity=3 largest_force_ha_per_bohr=0.100 gap_ha="0.2289 / 0.2807" s_squared=2.014
C 0.07 -0.41 1.27
C -0.60 -0.78 -1.06
C -0.13 0.54 -2.02
N 0.38 1.30 -0.92
O 0.07 1.10 0.51
O 0.69 2.66 -1.08
O 0.24 -1.11 0.07
O -0.08 0.74 -3.18
H -1.02 -0.40 1.80
H 0.82 -0.53 2.00
H -1.64 -0.52 -0.65
H -0.52 -1.76 -1.68
H 1.64 2.77 -1.04

---

# 5
14
Properties=species:S:1:pos:R:3 method="wB97M-V/def2-TZVPD" smiles="C[C@H](C=O)CO" homo_ev=-9.632 e_above_lowest_ev=1.1940 largest_force_ha_per_bohr=0.009 gap_ha=0.3820
C 0.77 0.89 1.14
C 0.47 -0.16 0.08
C -0.96 -0.69 0.19
O -1.21 -1.60 -0.88
C 0.66 0.39 -1.33
O 0.68 1.57 -1.59
H 1.81 1.21 1.08
H 0.58 0.51 2.14
H 0.15 1.78 0.98
H 1.15 -1.02 0.18
H -1.09 -1.20 1.16
H -1.66 0.16 0.17
H -2.10 -1.46 -1.20
H 0.75 -0.37 -2.13

---

# 6
60
Properties=species:S:1:pos:R:3 method="wB97M-V/def2-TZVPD" homo_ev="-10.162 / -11.299" total_charge=+1 e_above_lowest_ev=0.0000 spin_multiplicity=5 largest_force_ha_per_bohr=0.009 gap_ha="0.2242 / 0.2467" s_squared=6.073
Rh 0.47 -0.89 0.02
C -5.50 6.72 0.52
O -4.30 7.46 0.33
C -3.18 7.03 0.93
C -3.10 5.87 1.71
C -1.90 5.51 2.29
C -0.76 6.31 2.10
C -0.86 7.49 1.34
C -2.04 7.84 0.75
N 0.47 6.05 2.68
N 0.78 4.98 3.24
C 0.70 3.72 2.85
C 0.89 2.76 3.90
C 0.76 1.43 3.70
C 0.50 0.91 2.39
O 0.44 -0.31 2.17
C 0.39 1.88 1.27
N 0.22 1.34 0.05
C 0.20 2.14 -1.01
C 0.40 3.51 -0.90
C 0.56 4.07 0.35
C 0.52 3.25 1.48
H -6.26 7.26 -0.03
H -5.77 6.69 1.58
H -5.40 5.71 0.13
H -3.97 5.26 1.89
H -1.85 4.63 2.91
H 0.02 8.11 1.24
H -2.14 8.74 0.16
H 1.12 3.16 4.88
H 0.88 0.72 4.51
H 0.05 1.67 -1.97
H 0.43 4.12 -1.79
H 0.75 5.13 0.44
O 5.27 3.11 2.29
C 4.29 3.14 1.36
O 3.72 4.16 1.11
C 3.91 1.84 0.73
C 4.02 0.62 1.39
C 3.54 -0.54 0.80
C 2.96 -0.50 -0.47
S 2.13 -1.91 -1.14
C 2.92 0.73 -1.16
C 3.37 1.88 -0.55
H 5.72 2.26 2.30
H 4.42 0.57 2.40
H 3.57 -1.49 1.33
H 2.49 0.75 -2.15
H 3.30 2.84 -1.05
I -2.71 -5.92 -0.85
C -2.74 -3.86 -0.58
C -3.92 -3.14 -0.61
C -3.87 -1.77 -0.42
C -2.65 -1.17 -0.21
N -1.51 -1.86 -0.18
C -1.55 -3.18 -0.36
H -4.87 -3.65 -0.78
H -4.78 -1.18 -0.44
H -2.57 -0.10 -0.05
H -0.60 -3.71 -0.32